No. 1
Here is the molecule C6H11OP at a distorted geometry from the OMol25 dataset. Energies are from ωB97M-V/def2-TZVPD.

Geometry as XYZ:
```
19
Properties=species:S:1:pos:R:3
C -0.0030 0.2547 1.1981
H -0.5558 1.2353 1.4847
H 2.7963 0.1232 -0.8945
C -1.3526 -1.6469 -0.0011
H -0.5176 -0.2123 -1.4311
H -0.6807 1.5455 -1.4660
H 0.6748 -0.2405 1.9301
O -2.0972 -1.7074 -0.9361
C -1.3585 -0.6250 1.1100
P 1.9810 -1.8587 0.3061
H -2.3691 -0.1388 1.0386
C 0.0060 0.6717 -1.3746
C 0.8500 0.5266 -0.0439
H 3.2664 -2.3472 -0.1973
H 1.3512 1.5570 0.0890
C 1.9246 -0.3517 -0.4293
H -0.7817 -2.5901 0.3801
H 0.6716 0.7501 -2.3179
H -1.3877 -1.2473 1.9919
```

Results
Relative energy (zero: lowest compared OMol25 entry of this formula, charge and spin) ... 80.1 kcal/mol
HOMO level ... -9.3 eV
Kohn-Sham gap ... 0.3465 hartree
LUMO ... 0.2 eV
SMILES ... [H]/P=C/[C@@H](C)CCC=O



No. 2
Here is a structure of composition C5H5O5V at a distorted geometry from the OMol25 dataset. Energies are from ωB97M-V/def2-TZVPD.

Geometry as XYZ:
```
16
Properties=species:S:1:pos:R:3
C 1.3651 0.6730 0.3595
H 1.1843 0.3603 -1.7481
C 0.9078 1.1465 -1.0157
O -2.1371 -1.7894 -3.3636
O -2.0501 -1.0748 -1.1613
H 1.4849 2.0564 -1.2646
H 1.2693 1.4713 1.1131
O 0.4978 -0.4181 0.7157
H 2.4095 0.3270 0.3516
O -1.9316 -0.4617 1.9626
H 1.3078 -1.1193 2.5750
V -1.3669 0.2615 0.1836
O -0.4694 1.3572 -1.0648
C -0.8446 -0.7240 2.5761
C 0.4090 -0.7411 2.0925
C -2.0358 -1.3248 -2.3116
```

Results
HOMO level (alpha / beta) ... -7.1 / -7.9 eV
Kohn-Sham gap (alpha / beta) ... 0.2536 / 0.2803 hartree
Spin multiplicity ... 5
LUMO (alpha / beta) ... -0.2 / -0.3 eV
⟨S²⟩ ... 6.01



No. 3
Here is a cluster of 2 separate species, C3H9NO2S in total at a distorted geometry from the OMol25 dataset. Energies are from ωB97M-V/def2-TZVPD.

Geometry as XYZ:
```
16
Properties=species:S:1:pos:R:3
H 1.0574 0.2753 1.3361
H 1.0997 0.4464 -2.4179
H -1.1649 2.0985 1.2162
C 0.1561 0.8448 -1.9346
H -1.7011 2.5781 -0.3591
N 0.8445 -2.6829 1.0316
C -1.1039 1.8308 0.1583
O -0.8658 -1.1546 0.9590
H -1.6239 0.8241 -0.0104
H 1.8291 -2.8655 1.2015
H -0.4281 -0.0947 -1.6571
H 0.3431 -3.2574 0.3817
H -0.5045 1.4220 -2.6078
S 0.5993 1.8158 -0.4731
O 1.1823 -0.6005 1.8887
C 0.2807 -1.4805 1.2870
```

Results
Relative energy (zero: lowest compared OMol25 entry of this formula, charge and spin) ... 15.8 kcal/mol
HOMO level ... -8.9 eV
Kohn-Sham gap ... 0.3556 hartree
LUMO ... 0.7 eV
SMILES ... NC(=O)O.CSC



No. 4
Here is the molecule C9H6N2Se at a distorted geometry from the OMol25 dataset. Energies are from ωB97M-V/def2-TZVPD.

Geometry as XYZ:
```
18
Properties=species:S:1:pos:R:3
C -2.0874 -1.2730 -0.1939
Se 1.9703 -0.3086 -0.3718
C -2.6026 -0.0464 0.0126
N 4.3579 2.6678 0.0677
H -3.7311 0.1873 0.0378
C -0.5777 0.9951 -0.2016
C 2.2584 1.3150 0.4403
C 3.4113 2.0666 0.2686
H -2.7104 -2.1162 -0.3953
H -0.1279 -2.2622 -0.5944
C -1.9389 1.0811 -0.0839
H 1.7239 1.6106 1.3284
C 1.7543 -2.5818 0.3464
C 0.0511 -0.2417 -0.2886
N 1.4034 -3.6750 0.4532
H -0.1436 1.9061 -0.3110
C -0.7059 -1.3457 -0.4241
H -2.3050 2.0210 -0.0902
```

Results
Relative energy (zero: lowest compared OMol25 entry of this formula, charge and spin) ... 50.3 kcal/mol
HOMO level (alpha / beta) ... -9.8 / -9.8 eV
Kohn-Sham gap (alpha / beta) ... 0.2697 / 0.2696 hartree
LUMO (alpha / beta) ... -2.4 / -2.4 eV



No. 5
Here is the molecule C25H21NO6S from the OMol25 dataset. Energies are from ωB97M-V/def2-TZVPD.

Geometry as XYZ:
```
54
Properties=species:S:1:pos:R:3
C 2.5947 -2.9286 -0.9248
H 1.2170 0.7077 -1.9770
C 0.7390 -1.9287 -2.7412
C 1.2006 1.0418 2.4912
O 2.5054 -0.4597 -3.5477
C 2.9627 -1.9552 -1.8149
C 0.5394 0.9968 -3.9503
H 0.9667 2.6516 3.8921
H -2.4784 0.9180 1.6043
H 2.5981 -5.5201 0.5002
H 2.3000 0.7450 -5.1279
C 1.6544 0.1150 -4.5077
H -3.2240 3.8318 -1.3018
C 1.2878 -3.4351 -0.9050
C -2.5168 1.9266 1.9887
C 0.3689 -2.9156 -1.8298
H -0.0185 -1.5665 -3.4173
C -0.5661 1.9368 -0.5795
C 0.4150 1.3042 0.2929
H 1.2466 -5.7917 1.6084
H -3.2416 1.3362 3.9093
C -2.9466 2.1640 3.2805
H 2.1511 -4.2721 1.6626
N 0.5433 1.1555 -2.6059
O 0.2742 1.6210 1.5760
C -2.2153 4.2846 1.6600
C -1.6938 2.7375 -0.2083
O -2.5648 -4.5975 -1.1363
C 2.0341 -1.4407 -2.7311
H -2.6902 5.5300 3.3306
H -3.3363 3.6417 4.7806
C -2.6410 4.5182 2.9555
H 1.1999 -0.6433 -5.1587
O -0.9135 -3.3300 -1.8839
C -3.0043 3.4590 3.7691
O 1.3027 0.5664 -0.1133
H 3.3214 -3.3067 -0.2244
H -0.8774 -5.5980 0.5796
C -0.4701 -4.8428 -0.0741
H -1.9278 5.1088 1.0235
H 1.1092 -0.0499 2.4450
C 0.8784 1.5689 3.8764
H 1.5655 1.1423 4.6012
C -2.3429 3.2217 -1.2989
C 0.8215 -4.4512 0.0055
H 3.9630 -1.5546 -1.8263
H -0.1406 1.3056 4.1461
C 1.7579 -5.0464 1.0056
O -0.2896 1.5210 -4.6649
C -0.4414 1.8508 -1.9550
C -1.4043 -4.2882 -1.0310
C -2.1384 2.9863 1.1707
S -1.6529 2.7192 -2.8037
H 2.2188 1.3088 2.1850
```

Results
Relative energy (zero: lowest compared OMol25 entry of this formula, charge and spin) ... 0.0 kcal/mol
HOMO level ... -8.3 eV
Kohn-Sham gap ... 0.3116 hartree
LUMO ... 0.1 eV
SMILES ... CCOC(=O)c1c(-c2ccccc2)csc1NC(=O)COc1ccc2c(C)cc(=O)oc2c1



No. 6
Here is a structure of composition CH4Br2Si at a distorted geometry from the OMol25 dataset. Energies are from ωB97M-V/def2-TZVPD.

Geometry as XYZ:
```
8
Properties=species:S:1:pos:R:3
H -1.0134 -1.6076 -1.1208
H 1.7885 0.2811 0.6133
Br -0.1081 -2.6539 1.2303
H -0.4985 1.0606 1.1704
Br 1.5542 -2.1036 -1.3671
Si 0.2943 0.2693 0.2359
C 0.0585 -1.5862 -0.2206
H 0.1014 0.6729 -1.1088
```

Results
Relative energy (zero: lowest compared OMol25 entry of this formula, charge and spin) ... 90.2 kcal/mol
HOMO level ... -9.8 eV
Kohn-Sham gap ... 0.3709 hartree
LUMO ... 0.3 eV



No. 7
Here is a cluster of 2 separate species, C3H5FO2 in total at a distorted geometry from the OMol25 dataset. Energies are from ωB97M-V/def2-TZVPD.

Geometry as XYZ:
```
11
Properties=species:S:1:pos:R:3
F -4.5151 -0.7972 -0.1387
C 0.4537 0.9595 0.1820
O -3.0756 0.8350 -0.2396
H 0.8197 -1.1392 0.7134
H -2.3937 1.3882 0.1682
H 1.0078 -0.5179 -1.0422
H -0.7800 -0.7616 -0.1943
C 0.2984 -0.4893 -0.1605
O -0.4659 1.7557 0.2904
C -3.2936 -0.3339 0.3408
H 1.4562 1.1720 0.4715
```

Results
Relative energy (zero: lowest compared OMol25 entry of this formula, charge and spin) ... 62.5 kcal/mol
HOMO level ... -10.0 eV
Kohn-Sham gap ... 0.3934 hartree
LUMO ... 0.7 eV



No. 8
Here is a structure of composition C28H45N2O24S2 at a distorted geometry from the OMol25 dataset. Energies are from ωB97M-V/def2-TZVPD.

Geometry as XYZ:
```
101
Properties=species:S:1:pos:R:3
H -4.1000 -1.0092 -0.2670
N 1.7181 2.6703 -3.2871
O -3.7875 1.1953 7.4985
H -8.1112 -1.1411 5.2655
H -1.6400 -1.0089 -2.7550
O 3.0641 -5.8542 -6.4023
H -2.8888 4.4517 1.5956
H 4.7794 -0.4649 -3.6775
C 7.7729 0.8183 -2.7301
C -3.1254 3.9110 2.5165
O 4.0779 5.6101 3.2878
O -5.7313 1.1499 8.6521
O 3.3204 4.8764 1.2839
H -0.3368 -1.0005 -0.2874
H 0.9962 2.8875 2.2598
H 7.5322 1.7807 -2.1769
H 2.7989 -5.1887 -3.7929
C 7.8446 -0.4553 -1.7238
H 8.8677 -0.9455 -1.7331
H -2.0301 1.3459 9.6776
O -4.2141 -1.1766 1.8016
O 2.2455 4.2829 3.1656
H 3.7383 -7.2581 -8.7340
O 2.9588 1.4767 -1.2917
C 5.2347 0.4751 -3.2346
C -4.5831 1.4751 8.5642
H 6.9977 -0.3461 -4.4488
C 6.7043 0.6220 -3.9018
C 3.2200 -6.2993 -8.6391
H 1.8216 -7.2600 -7.2928
H 6.6333 1.4970 -4.6226
H 1.1482 -3.4547 -3.9738
C 4.1157 -5.1686 -6.9264
H -3.5294 4.6137 3.2464
O -6.1763 1.4144 5.4606
C -1.1262 -0.1549 -2.1781
O -3.1315 1.6865 1.9905
C 3.2881 4.9817 2.6387
C -4.0638 -1.7671 0.5163
C 2.3701 3.8769 0.9189
H -5.6451 -0.4343 6.2504
O -7.1847 2.7865 3.9697
O 2.3290 0.1430 -3.3545
N 4.3934 1.7087 -3.4817
H 4.8418 2.4451 -2.9031
C 2.0984 -3.0215 -3.4966
H -4.9967 -3.6063 -0.1445
S 2.8107 1.4577 -2.7897
H -3.0973 -2.2768 0.4718
C -4.9256 -2.0443 2.5610
O 0.1554 2.4696 -1.0798
C -5.2204 -2.7186 0.4480
O 4.1644 -5.3000 -8.2806
C 0.5563 -2.2210 -1.8852
C -2.5844 1.9346 7.6658
H -6.1271 -2.2488 0.0556
H -1.6878 1.2871 -3.7623
H -1.7268 1.3699 7.2987
H -2.0519 3.1032 9.4094
O -5.4334 -3.0596 1.8129
H 1.8781 4.1311 -0.0200
C 1.4246 3.8732 2.0756
C -1.9375 2.0102 2.5535
H 1.4478 -5.5559 -7.6348
C 0.0823 -0.7790 -1.3366
C -4.0357 2.7447 2.2801
H 3.8981 -3.9266 -4.5331
H 7.5815 -0.1321 -0.6528
O 4.8967 -4.5334 -6.2822
O -3.9061 2.1709 9.5171
O -1.0051 1.2595 2.6408
O -0.6652 3.6196 -3.0526
O -1.9390 3.2982 3.0067
H -4.6173 2.4805 3.1679
C -7.3289 -0.4765 4.8948
O 1.9053 -2.5341 -2.1517
C -7.0939 1.7172 4.5054
H -7.1224 0.3013 6.9062
H 0.6130 4.5966 1.9533
H 2.7423 -6.0594 -9.5898
H -0.1030 0.4470 -4.1153
H -2.6620 2.8684 7.1020
H 2.8875 2.9217 0.8008
O -5.0840 -1.9267 3.7437
H 2.4381 -2.1966 -4.2242
H 7.0219 -1.2021 -2.0175
H 5.2666 0.3413 -2.1045
H -6.6994 -1.0252 4.1891
S 0.1575 2.4165 -2.6018
C 3.2544 -4.1566 -3.5959
O -0.3700 -3.0685 -2.0162
H -1.8945 0.2415 -1.4292
C -2.5326 2.1600 9.1473
C -6.5334 0.1458 6.0000
O -7.8935 0.6528 4.2318
H -4.7188 2.9111 1.4463
H 0.9632 -0.0767 -1.1844
C -0.7105 0.9307 -3.2727
C 2.2555 -6.2792 -7.4910
H 8.8287 0.9044 -3.1719
H 3.9683 -4.1353 -2.7127
```

Results
HOMO level ... -6.0 eV
Kohn-Sham gap ... 0.2844 hartree
Charge ... -1
LUMO ... 1.8 eV